Run P
This record from the OMol25 dataset describes a 3-piece molecular cluster, C6H12O3 overall. The level of theory is ωB97M-V/def2-TZVPD.

Each line ends with the natural charge from an NBO analysis.
CARTESIAN COORDINATES (ANGSTROEM)
1 C -1.33 0.05 1.27  0.4775
2 C -0.60 -0.74 2.27  -0.1475
3 C -2.20 -0.59 0.22  -0.6462
4 O -1.77 0.00 2.60  -0.4998
5 O -0.86 1.29 0.85  -0.7073
6 H -0.40 1.71 1.60  0.4823
7 H 0.33 -0.37 2.69  0.1752
8 H -0.69 -1.82 2.33  0.1844
9 H -3.01 0.08 -0.05  0.2251
10 H -2.57 -1.54 0.59  0.2239
11 H -1.64 -0.72 -0.71  0.2338
12 C 0.79 1.75 -1.95  -0.2497
13 C 2.37 -1.32 -1.37  -0.1163
14 C 2.28 -1.52 -0.15  -0.3899
15 O 1.00 0.36 -1.69  -0.7436
16 H 2.62 -1.20 -2.39  0.2346
17 H -0.28 1.95 -1.82  0.1735
18 H 0.99 1.95 -3.00  0.1798
19 H 1.32 2.44 -1.29  0.1664
20 H 0.94 0.18 -0.69  0.5049
21 H 2.71 -1.96 0.71  0.2390

Results
Lowest unoccupied orbital energy   0.77 eV
SMILES string   C[C@]1(O)CO1.C#C.CO
HOMO-LUMO gap   10.237 eV
HOMO level   -0.348 Ha



Run Q
This record from the OMol25 dataset describes C6H12O3 as an isolated structure. The level of theory is ωB97M-V/def2-TZVPD.

Each line ends with the natural charge from an NBO analysis.
CARTESIAN COORDINATES (ANGSTROEM)
1 C -0.88 0.54 -0.49  -0.3471
2 C -0.98 1.13 0.91  -0.6397
3 C -2.22 0.05 -1.04  -0.6313
4 C -0.15 -1.26 -0.17  0.5144
5 O -0.44 -1.75 0.88  -0.6276
6 H -0.55 1.32 -1.18  0.2051
7 H -0.25 -1.67 -1.18  0.1475
8 H -2.10 -0.40 -2.03  0.2072
9 H -0.02 1.54 1.23  0.1869
10 H -1.73 1.92 0.94  0.2077
11 H -1.27 0.37 1.64  0.2284
12 H -2.68 -0.69 -0.38  0.2147
13 H -2.92 0.89 -1.13  0.2092
14 C 2.26 -0.81 1.17  -0.2631
15 C 1.55 0.45 -0.99  0.6647
16 O 1.63 -0.83 -0.12  -0.5528
17 O 1.94 0.31 -2.10  -0.4983
18 H 1.64 1.34 -0.36  0.1596
19 H 3.33 -0.71 0.98  0.1982
20 H 1.95 -1.74 1.65  0.2311
21 H 1.87 0.00 1.78  0.1851

Results
Lowest unoccupied orbital energy   0.40 eV
HOMO-LUMO gap   8.809 eV
HOMO level   -0.309 Ha



Run R
This record from the OMol25 dataset describes a 2-piece molecular cluster, C6H12O3 overall. The level of theory is ωB97M-V/def2-TZVPD.

Each line ends with the natural charge from an NBO analysis.
CARTESIAN COORDINATES (ANGSTROEM)
1 C -2.38 -0.15 -0.07  -0.2548
2 C -0.86 1.72 -0.60  -0.2616
3 O -1.22 0.56 0.32  -0.5567
4 H -2.63 -0.84 0.74  0.1964
5 H -2.18 -0.71 -0.99  0.1880
6 H -3.22 0.54 -0.21  0.1734
7 H -1.74 2.36 -0.64  0.1904
8 H -0.62 1.30 -1.58  0.1876
9 H -0.02 2.27 -0.17  0.2096
10 C 2.29 0.28 -1.09  -0.7346
11 C 0.28 -1.54 1.64  -0.7240
12 C 0.44 -0.98 0.26  0.5506
13 C 1.58 0.17 0.23  0.5153
14 O 0.17 -1.56 -0.77  -0.5882
15 O 1.92 0.74 1.23  -0.5295
16 H 1.59 0.12 -1.91  0.2426
17 H 2.79 1.24 -1.18  0.2317
18 H 3.03 -0.51 -1.14  0.2486
19 H 1.24 -1.95 1.98  0.2409
20 H -0.47 -2.33 1.64  0.2252
21 H 0.00 -0.73 2.31  0.2491

Results
Lowest unoccupied orbital energy   0.63 eV
SMILES string   CC(=O)C(C)=O.COC
HOMO-LUMO gap   9.472 eV
HOMO level   -0.325 Ha



Need the numbers? Relative energies in kJ/mol: run P 315.2; run Q 234.6; run R 0.0.



Run P
This record from the OMol25 dataset describes C6H12O3 as an isolated structure. The level of theory is ωB97M-V/def2-TZVPD.

Each line ends with the natural charge from an NBO analysis.
CARTESIAN COORDINATES (ANGSTROEM)
1 C -0.26 0.51 -0.63  0.4482
2 C 0.99 -0.06 -0.34  -0.0004
3 C 0.43 -0.02 1.59  -0.1421
4 C 1.01 -1.09 0.73  -0.4894
5 C -0.39 1.86 -1.26  -0.6896
6 C -0.87 -0.21 2.31  -0.6584
7 O 1.31 -0.69 -2.14  -0.5049
8 O 0.72 -2.02 -2.13  -0.5202
9 O -1.35 -0.28 -0.67  -0.6577
10 H 0.13 -1.96 -2.89  0.4450
11 H -2.12 0.23 -0.94  0.4873
12 H 1.84 0.61 -0.39  0.2340
13 H 1.13 0.69 2.03  0.2041
14 H 2.00 -1.46 0.97  0.2331
15 H 0.33 -1.92 0.53  0.2474
16 H -1.16 2.45 -0.75  0.2212
17 H -0.68 1.75 -2.31  0.2411
18 H 0.55 2.40 -1.22  0.2409
19 H -0.77 -0.96 3.10  0.2211
20 H -1.65 -0.57 1.64  0.2251
21 H -1.21 0.72 2.78  0.2142

Results
Lowest unoccupied orbital energy (spin up / spin down)   0.47 / 0.47 eV
HOMO-LUMO gap (spin up / spin down)   7.228 / 7.228 eV
HOMO level (spin up / spin down)   -0.248 / -0.248 Ha



Run Q
This record from the OMol25 dataset describes an isolated molecule of C6H12O3. The level of theory is ωB97M-V/def2-TZVPD.

Each line ends with the natural charge from an NBO analysis.
CARTESIAN COORDINATES (ANGSTROEM)
1 C -1.89 0.95 -1.77  -0.2702
2 O -0.57 0.49 -1.41  -0.5602
3 C -0.46 -0.95 -1.50  -0.0954
4 C -0.84 -1.52 -0.04  -0.0927
5 O 0.38 -1.61 0.72  -0.5457
6 C 0.59 -0.48 1.57  -0.0637
7 C 2.06 0.17 1.37  -0.5316
8 C 1.85 1.75 1.33  0.4265
9 O 2.27 2.42 0.37  -0.5171
10 H -1.81 1.40 -2.82  0.1883
11 H -2.16 1.76 -1.02  0.1950
12 H -2.66 0.12 -1.81  0.1756
13 H -1.18 -1.42 -2.24  0.1686
14 H 0.61 -1.27 -1.74  0.2089
15 H -1.36 -2.54 -0.12  0.1853
16 H -1.61 -0.81 0.39  0.1795
17 H -0.17 0.37 1.41  0.1791
18 H 0.45 -0.80 2.67  0.1772
19 H 2.80 -0.17 2.16  0.2305
20 H 2.43 -0.12 0.32  0.2442
21 H 1.27 2.26 2.17  0.1179

Results
Lowest unoccupied orbital energy   0.96 eV
SMILES string   COCCOCCC=O
HOMO-LUMO gap   10.203 eV
HOMO level   -0.340 Ha



Need the numbers? Relative energies in kJ/mol: run P 372.2; run Q 0.0.



Run P
This record from the OMol25 dataset describes a 2-piece molecular cluster, C3H10N3O overall. The level of theory is ωB97M-V/def2-TZVPD.

Each line ends with the natural charge from an NBO analysis.
CARTESIAN COORDINATES (ANGSTROEM)
1 C -1.26 0.49 -2.21  -0.4235
2 C 1.86 0.26 0.60  -0.4263
3 C 0.07 -0.86 1.86  -0.4365
4 N -0.46 -0.32 -1.40  -0.8272
5 N 0.55 0.35 1.17  -0.3272
6 N -0.34 0.93 0.24  0.1683
7 O -1.58 0.87 0.64  -0.6322
8 H -0.68 1.34 -2.70  0.1409
9 H -1.72 -0.08 -3.07  0.1383
10 H -1.96 0.99 -1.54  0.1812
11 H 2.02 -0.78 0.01  0.1749
12 H 1.80 1.10 -0.17  0.2403
13 H 2.70 0.34 1.42  0.1667
14 H -0.66 -1.26 1.18  0.2202
15 H 0.94 -1.47 2.07  0.1749
16 H -0.33 -0.81 2.95  0.1732
17 H -0.95 -1.08 -1.06  0.2941

Results
Total charge   -1
Lowest unoccupied orbital energy (spin up / spin down)   4.20 / 4.20 eV
HOMO-LUMO gap (spin up / spin down)   6.081 / 6.079 eV
HOMO level (spin up / spin down)   -0.069 / -0.069 Ha



Run Q
This record from the OMol25 dataset describes a 2-piece molecular cluster, C3H10N3O overall. The level of theory is ωB97M-V/def2-TZVPD.

Each line ends with the natural charge from an NBO analysis.
CARTESIAN COORDINATES (ANGSTROEM)
1 C -0.43 2.21 1.18  -0.0217
2 O -0.19 1.40 0.10  -0.9921
3 C 0.99 2.70 1.63  -0.6300
4 H -0.75 1.57 2.05  0.0952
5 H -1.16 3.02 0.96  0.1053
6 H 0.79 3.39 2.48  0.1525
7 H 1.48 3.29 0.82  0.1842
8 H 1.62 1.85 1.94  0.1998
9 N -1.12 -0.88 -0.92  -0.8977
10 C -0.02 -1.68 -0.72  0.5617
11 N -0.22 -3.07 -1.05  -0.8590
12 N 1.12 -1.15 -0.32  -0.8446
13 H -0.91 0.15 -0.76  0.4684
14 H -1.85 -1.12 -1.57  0.3476
15 H -0.93 -3.28 -1.75  0.3532
16 H 0.63 -3.56 -1.28  0.3726
17 H 0.93 -0.13 -0.17  0.4044

Results
Total charge   -1
Lowest unoccupied orbital energy   4.06 eV
HOMO-LUMO gap   7.077 eV
HOMO level   -0.111 Ha



Need the numbers? Relative energies in kJ/mol: run P 474.8; run Q 0.0.



Run P
This record from the OMol25 dataset describes an isolated molecule of C2H3ClF2. The level of theory is ωB97M-V/def2-TZVPD.

Each line ends with the natural charge from an NBO analysis.
CARTESIAN COORDINATES (ANGSTROEM)
1 C 0.02 0.45 0.70  0.0195
2 C 0.08 -0.43 -0.53  0.2013
3 H -0.26 1.40 0.32  0.1767
4 H 1.15 0.42 1.05  0.1697
5 H 0.16 -1.56 -0.44  0.1843
6 F -0.86 0.10 1.61  -0.3275
7 F 1.12 0.04 -1.13  -0.3172
8 Cl -1.41 -0.43 -1.57  -0.1068

Results
Lowest unoccupied orbital energy   0.99 eV
SMILES string   FC[C@H](F)Cl
HOMO-LUMO gap   12.118 eV
HOMO level   -0.409 Ha



Run Q
This record from the OMol25 dataset describes an isolated molecule of C2H3ClF2. The level of theory is ωB97M-V/def2-TZVPD.

Each line ends with the natural charge from an NBO analysis.
CARTESIAN COORDINATES (ANGSTROEM)
1 C -0.48 -0.62 -0.32  -0.4780
2 C 0.80 -0.50 0.96  0.5936
3 F 0.31 -0.90 2.11  -0.3278
4 F 1.81 -1.26 0.64  -0.3165
5 Cl -0.97 -2.27 -0.31  -0.0060
6 H -1.20 0.17 -0.32  0.2166
7 H 0.26 -0.43 -1.04  0.1989
8 H 0.93 0.61 0.99  0.1193

Results
Lowest unoccupied orbital energy   0.96 eV
SMILES string   FC(F)CCl
HOMO-LUMO gap   11.011 eV
HOMO level   -0.369 Ha



Need the numbers? Relative energies in kJ/mol: run P 0.0; run Q 33.8.